No. 1
This record from the OMol25 dataset describes a molecular structure, C22H33Cl2N4O3Pd. The level of theory is wB97M-V/def2-TZVPD.

Element x y z (Å)
O: 0.204 -1.930 0.212
C: 1.227 -2.656 0.243
C: 1.172 -3.966 -0.460
C: -0.071 -4.615 -0.688
H: -0.985 -4.180 -0.270
C: -0.151 -5.788 -1.465
H: -1.126 -6.239 -1.657
C: 0.990 -6.410 -1.977
H: 0.912 -7.356 -2.524
C: 2.210 -5.794 -1.746
H: 3.102 -6.273 -2.134
C: 2.308 -4.604 -1.018
H: 3.270 -4.117 -0.887
H: 2.270 -2.273 0.392
C: 1.354 -2.820 2.967
C: 2.078 -1.824 2.166
H: 1.247 -2.628 4.044
H: 1.634 -3.870 2.828
H: 0.307 -2.648 2.535
C: 1.999 -0.474 2.148
C: 2.214 0.489 3.291
H: 1.600 -0.035 1.211
H: 2.875 0.029 4.043
H: 1.256 0.738 3.762
H: 2.640 1.457 3.008
Pd: -0.795 -0.538 -0.740
Cl: -2.613 -0.944 0.627
Cl: 1.029 -0.441 -2.163
H: -2.972 -1.848 -3.663
H: -5.054 -1.608 -2.525
C: -2.514 -1.301 -2.835
C: -4.707 -0.809 -1.869
N: -3.444 -0.275 -2.374
H: -1.572 -0.825 -3.118
C: -3.005 0.911 -1.905
O: -1.805 1.196 -1.664
H: -5.460 -0.021 -1.835
H: -3.816 1.623 -1.652
H: -2.293 -1.991 -1.991
H: -4.577 -1.211 -0.856
H: 2.694 5.745 -1.449
H: 2.924 4.483 -3.496
C: 2.784 4.851 -0.820
C: 3.096 3.570 -2.915
N: 2.449 3.687 -1.616
H: 2.076 4.892 0.007
C: 1.760 2.671 -1.037
O: 1.325 2.675 0.117
H: 2.674 2.720 -3.457
H: 1.605 1.803 -1.715
H: 3.801 4.762 -0.409
H: 4.181 3.412 -2.821
N: -1.583 3.619 0.099
C: -1.612 3.265 1.383
C: -1.936 4.213 2.415
C: -2.043 3.774 3.733
C: -1.776 2.424 3.992
C: -1.424 1.581 2.920
N: -1.341 1.976 1.655
H: -1.354 2.919 -0.598
H: -1.758 4.586 -0.179
H: -2.097 5.244 2.108
H: -2.301 4.469 4.535
H: -1.855 2.007 4.996
H: -1.226 0.520 3.092

Kohn-Sham gap (spin up / spin down) = 5.3 / 6.6 eV
Energy relative to the best compared isomer or geometry (same formula, charge and spin) = 1.398 eV
LUMO (spin up / spin down) = 2.83 / 2.64 eV
Multiplicity = 3
Charge = -1

Mulliken population analysis, charges in e, atoms 1 to 6:
1. O -0.0930
2. C -0.4167
3. C 0.7113
4. C -0.2713
5. H 0.3415
6. C -0.5533

***

No. 2
This record from the OMol25 dataset describes a molecular structure, C70H92N4O3P2PbSSeSi2. The level of theory is wB97M-V/def2-TZVPD.

Element x y z (Å)
Pb: -0.501 -0.151 -0.355
C: 8.031 -2.662 -0.923
C: 6.724 -3.461 -1.029
C: 6.600 -4.334 0.221
C: 6.780 -4.373 -2.261
C: 5.541 -2.505 -1.178
C: 4.423 -2.577 -0.367
C: 3.339 -1.708 -0.498
Se: 1.918 -1.982 0.800
C: 0.969 -3.453 -0.016
C: 1.685 -4.629 -0.198
C: 1.120 -5.759 -0.758
C: -0.220 -5.656 -1.134
C: -0.988 -4.517 -0.950
C: -0.409 -3.365 -0.329
O: -1.165 -2.324 -0.064
C: -2.451 -4.482 -1.412
C: -3.388 -4.276 -0.215
C: -2.645 -3.367 -2.449
C: -2.875 -5.787 -2.098
C: 1.934 -7.049 -0.869
C: 1.186 -8.137 -1.639
C: 2.246 -7.573 0.540
C: 3.258 -6.784 -1.597
C: 3.456 -0.720 -1.474
O: 2.458 0.313 -1.560
C: 4.520 -0.621 -2.375
C: 5.553 -1.535 -2.172
C: 4.668 0.408 -3.517
C: 3.332 0.836 -4.140
C: 5.433 1.652 -2.991
C: 5.480 -0.218 -4.670
H: 8.873 -3.348 -0.811
H: 8.015 -1.998 -0.056
H: 8.215 -2.056 -1.810
H: 7.497 -4.947 0.322
H: 5.746 -5.012 0.167
H: 6.504 -3.732 1.128
H: 7.613 -5.074 -2.176
H: 6.918 -3.794 -3.178
H: 5.857 -4.948 -2.363
H: 4.384 -3.303 0.431
H: 2.713 -4.668 0.140
H: -0.693 -6.519 -1.578
H: -3.186 -3.331 0.279
H: -3.258 -5.083 0.511
H: -4.430 -4.286 -0.549
H: -2.291 -2.404 -2.088
H: -3.705 -3.283 -2.710
H: -2.087 -3.620 -3.356
H: -2.860 -6.641 -1.415
H: -2.243 -6.023 -2.958
H: -3.900 -5.676 -2.460
H: 0.268 -8.439 -1.130
H: 1.819 -9.023 -1.730
H: 0.922 -7.808 -2.647
H: 1.326 -7.752 1.099
H: 2.843 -6.852 1.104
H: 2.808 -8.509 0.488
H: 3.082 -6.436 -2.615
H: 3.858 -7.697 -1.646
H: 3.854 -6.023 -1.086
H: 6.411 -1.488 -2.824
H: 2.751 1.489 -3.500
H: 2.712 -0.028 -4.392
H: 3.540 1.393 -5.055
H: 4.775 2.518 -2.896
H: 6.233 1.936 -3.677
H: 5.892 1.469 -2.019
H: 5.072 -1.184 -4.973
H: 6.534 -0.351 -4.427
H: 5.440 0.454 -5.528
C: 0.198 -1.301 3.975
Si: 0.514 0.452 3.376
C: 2.356 0.718 3.085
C: 0.129 1.599 4.818
N: -0.386 0.801 1.953
P: -1.924 1.275 1.795
C: -2.387 1.234 0.162
P: -1.766 2.454 -0.849
N: -0.176 2.495 -0.898
Si: 1.372 3.054 -0.977
C: 1.839 3.914 -2.578
C: 1.972 4.112 0.450
C: 2.637 1.566 -0.708
C: -2.324 2.005 -2.540
C: -1.998 2.820 -3.623
C: -2.284 2.428 -4.921
C: -2.912 1.209 -5.159
C: -3.256 0.399 -4.087
C: -2.967 0.797 -2.786
C: -2.458 4.119 -0.630
C: -3.807 4.280 -0.329
C: -4.353 5.549 -0.224
C: -3.556 6.670 -0.421
C: -2.210 6.519 -0.716
C: -1.665 5.245 -0.817
C: -2.978 0.132 2.751
C: -3.214 0.292 4.114
C: -3.895 -0.678 4.835
C: -4.343 -1.827 4.201
C: -4.118 -1.994 2.841
C: -3.448 -1.017 2.119
C: -2.242 2.906 2.522
C: -1.218 3.845 2.542
C: -1.465 5.153 2.932
C: -2.743 5.530 3.315
C: -3.774 4.598 3.302
C: -3.526 3.296 2.900
H: 0.977 -1.628 4.671
H: 0.150 -2.025 3.158
H: -0.762 -1.350 4.498
H: 2.875 0.663 4.048
H: 2.529 1.723 2.688
H: 2.835 -0.003 2.423
H: 0.560 1.146 5.717
H: -0.933 1.760 5.005
H: 0.586 2.584 4.688
H: 1.376 4.905 -2.611
H: 1.463 3.360 -3.440
H: 2.917 4.055 -2.692
H: 1.487 5.092 0.464
H: 3.051 4.286 0.380
H: 1.769 3.623 1.405
H: 3.652 1.863 -0.974
H: 1.515 -0.031 -1.519
H: 2.640 1.196 0.320
H: -1.504 3.772 -3.455
H: -2.019 3.073 -5.750
H: -3.129 0.899 -6.174
H: -3.768 -0.542 -4.251
H: -3.285 0.185 -1.949
H: -4.422 3.402 -0.167
H: -5.403 5.665 0.017
H: -3.986 7.661 -0.336
H: -1.582 7.388 -0.864
H: -0.609 5.134 -1.037
H: -2.871 1.182 4.626
H: -4.074 -0.534 5.894
H: -4.873 -2.587 4.762
H: -4.467 -2.885 2.335
H: -3.295 -1.147 1.055
H: -0.225 3.549 2.225
H: -0.660 5.878 2.931
H: -2.940 6.551 3.618
H: -4.774 4.893 3.593
H: -4.340 2.580 2.864
C: 3.022 -4.065 -4.824
C: 1.914 -5.003 -5.281
C: 0.535 -4.600 -4.777
N: 0.047 -3.388 -5.429
C: 0.040 -2.170 -4.876
S: 0.645 -1.825 -3.364
N: -0.504 -1.135 -5.621
C: -1.159 -1.111 -6.851
O: -1.096 -0.122 -7.545
C: -2.020 -2.273 -7.226
C: -2.060 -2.677 -8.556
C: -2.888 -3.725 -8.929
C: -3.692 -4.345 -7.981
C: -3.669 -3.924 -6.658
C: -2.826 -2.892 -6.277
H: 3.991 -4.392 -5.207
H: 3.075 -4.016 -3.734
H: 2.842 -3.048 -5.176
H: 2.105 -6.026 -4.945
H: 1.899 -5.047 -6.375
H: 0.540 -4.413 -3.703
H: -0.193 -5.392 -4.972
H: -0.366 -3.505 -6.340
H: -0.274 -0.219 -5.261
H: -1.446 -2.165 -9.286
H: -2.915 -4.052 -9.960
H: -4.345 -5.157 -8.276
H: -4.304 -4.399 -5.921
H: -2.796 -2.567 -5.245

Kohn-Sham gap = 6.8 eV
LUMO = 0.00 eV
Multiplicity = 1

Mulliken population analysis, charges in e, atoms 1 to 6:
1. Pb 2.5301
2. C -1.8067
3. C 2.0026
4. C -2.0292
5. C -1.4007
6. C 0.3421

***

No. 3
This record from the OMol25 dataset describes 4 unconnected molecules or ions with the total composition C30H56F9N5O19P3. The level of theory is wB97M-V/def2-TZVPD.

Element x y z (Å)
N: -5.699 -3.756 1.328
C: -5.081 -2.926 0.802
O: -4.482 -2.009 0.112
C: -5.319 -0.833 -0.300
C: -4.258 0.229 -0.615
C: -4.560 1.706 -0.325
N: -3.704 2.444 -1.317
N: -5.924 2.123 -0.566
N: -4.121 2.111 1.025
C: -6.232 -0.542 0.930
O: -7.441 -0.741 0.773
O: -5.635 -0.197 1.946
N: -6.077 -1.319 -1.450
C: -5.308 -2.201 -2.318
O: -5.931 -2.279 -3.610
C: -5.072 -2.230 -4.630
F: -4.404 -1.074 -4.702
F: -5.740 -2.368 -5.766
F: -4.158 -3.218 -4.568
C: -6.846 -0.353 -2.166
O: -6.342 0.401 -2.946
C: -8.410 -0.284 -2.059
F: -8.825 0.348 -3.183
F: -8.802 0.513 -1.056
C: -9.168 -1.666 -2.026
F: -8.357 -2.703 -1.805
F: -9.732 -1.870 -3.249
C: -10.367 -1.782 -1.032
F: -10.764 -3.074 -1.123
F: -10.022 -1.571 0.234
C: -11.606 -0.940 -1.443
O: -12.692 -1.429 -1.372
O: -11.405 0.322 -1.908
H: -3.344 -0.026 -0.075
H: -4.012 0.119 -1.673
H: -3.921 3.433 -1.249
H: -2.725 2.331 -1.075
H: -6.284 2.519 0.293
H: -5.986 2.795 -1.316
H: -3.973 3.115 0.964
H: -3.182 1.740 1.139
H: -5.364 -3.208 -1.904
H: -4.247 -1.948 -2.398
H: -11.575 0.938 -1.183
O: -0.243 1.211 -1.550
P: -0.272 0.045 -2.458
O: 1.074 -0.799 -2.103
C: 1.153 -1.461 -0.834
C: 0.214 -2.651 -0.741
O: 0.101 0.722 -3.887
C: 0.136 2.136 -4.068
C: 1.531 2.686 -3.842
O: -1.112 -1.140 -3.091
C: -0.950 -1.662 -4.422
C: 0.433 -2.170 -4.758
H: 0.946 -0.744 -0.034
H: 2.186 -1.792 -0.726
H: -0.831 -2.339 -0.756
H: 0.387 -3.196 0.187
H: 0.363 -3.328 -1.582
H: -0.593 2.628 -3.427
H: -0.173 2.325 -5.098
H: 1.964 2.299 -2.921
H: 1.510 3.775 -3.785
H: 2.193 2.395 -4.660
H: -1.290 -0.925 -5.146
H: -1.654 -2.493 -4.478
H: 1.172 -1.372 -4.771
H: 0.411 -2.620 -5.752
H: 0.766 -2.915 -4.036
O: 5.849 -4.091 0.855
P: 7.011 -3.195 0.907
O: 6.541 -1.776 1.517
C: 6.111 -1.703 2.883
C: 7.252 -1.887 3.867
O: 7.260 -2.790 -0.643
C: 6.521 -3.395 -1.706
C: 5.287 -2.585 -2.043
O: 8.542 -3.216 1.305
C: 9.579 -2.483 0.630
C: 9.381 -0.987 0.563
H: 5.328 -2.446 3.057
H: 5.669 -0.717 3.009
H: 7.657 -2.899 3.825
H: 6.904 -1.706 4.885
H: 8.069 -1.200 3.645
H: 6.263 -4.425 -1.465
H: 7.189 -3.433 -2.569
H: 4.730 -2.317 -1.145
H: 4.625 -3.147 -2.703
H: 5.560 -1.653 -2.540
H: 9.739 -2.906 -0.360
H: 10.483 -2.693 1.203
H: 8.522 -0.714 -0.044
H: 10.265 -0.531 0.113
H: 9.230 -0.564 1.557
O: 1.997 3.819 2.679
P: 3.122 3.501 3.566
O: 2.578 2.602 4.790
C: 2.101 1.273 4.526
C: 3.221 0.320 4.155
O: 3.426 4.905 4.324
C: 2.758 6.114 3.965
C: 1.518 6.331 4.807
O: 4.638 3.046 3.493
C: 5.674 3.483 4.388
C: 5.426 3.212 5.853
H: 1.344 1.308 3.739
H: 1.611 0.941 5.440
H: 3.667 0.586 3.195
H: 2.845 -0.701 4.080
H: 4.015 0.349 4.903
H: 2.521 6.127 2.902
H: 3.469 6.925 4.139
H: 0.907 5.430 4.852
H: 0.911 7.140 4.398
H: 1.792 6.590 5.832
H: 5.889 4.535 4.210
H: 6.561 2.930 4.074
H: 4.582 3.780 6.238
H: 6.310 3.502 6.423
H: 5.219 2.156 6.030

Kohn-Sham gap = 6.8 eV
LUMO = 1.55 eV
Multiplicity = 1
Charge = -1

Mulliken population analysis, charges in e, atoms 1 to 6:
1. N -0.6465
2. C 0.6644
3. O -0.4882
4. C 1.9161
5. C -2.0566
6. C 0.5067

***

No. 4
This record from the OMol25 dataset describes a gas-phase ion, C5H10N (charge +1). The level of theory is wB97M-V/def2-TZVPD.

Element x y z (Å)
C: 0.599 -0.281 -0.103
C: 1.871 -0.906 0.010
C: 2.136 0.583 0.034
C: -1.163 1.370 -0.090
C: -1.640 -1.038 0.080
N: -0.633 0.033 -0.139
H: 2.052 -1.522 0.823
H: 2.342 -1.327 -0.903
H: 2.279 1.216 -0.820
H: 2.178 1.069 1.027
H: -1.537 1.520 0.926
H: -2.014 1.370 -0.835
H: -0.494 2.076 -0.376
H: -2.170 -1.378 -0.843
H: -2.561 -0.774 0.715
H: -1.244 -2.010 0.495

Kohn-Sham gap (spin up / spin down) = 8.1 / 7.5 eV
Energy relative to the best compared isomer or geometry (same formula, charge and spin) = 2.580 eV
LUMO (spin up / spin down) = -2.97 / -7.86 eV
Multiplicity = 3
Charge = +1

Mulliken population analysis, charges in e, atoms 1 to 6:
1. C 0.3881
2. C -0.0897
3. C -0.6165
4. C -1.0263
5. C -0.9188
6. N -0.0087

***

No. 5
This record from the OMol25 dataset describes C6H10O in the gas phase. The level of theory is wB97M-V/def2-TZVPD.

Element x y z (Å)
C: -0.660 0.801 1.981
C: 0.311 -0.136 1.380
C: -0.467 -1.775 -0.802
C: 0.601 -0.737 -1.091
O: 0.145 0.337 -1.928
C: 0.350 1.326 -0.910
C: 0.874 0.260 0.076
H: -0.457 0.909 3.053
H: -1.610 0.237 1.956
H: -0.827 1.785 1.516
H: -0.210 -2.303 0.122
H: -0.573 -2.500 -1.613
H: -1.430 -1.271 -0.659
H: 1.502 -1.200 -1.514
H: -0.584 1.832 -0.634
H: 1.084 2.082 -1.216
H: 1.952 0.352 0.284

Kohn-Sham gap = 8.4 eV
Energy relative to the best compared isomer or geometry (same formula, charge and spin) = 4.271 eV
LUMO = 0.10 eV
Multiplicity = 1

Mulliken population analysis, charges in e, atoms 1 to 6:
1. C -0.8452
2. C -0.5016
3. C -1.4491
4. C 0.2672
5. O -0.4376
6. C -0.5238

***

No. 6
This record from the OMol25 dataset describes a molecular structure, C33H54ClN6O2P3PdS2. The level of theory is wB97M-V/def2-TZVPD.

Element x y z (Å)
Pd: -0.059 -0.431 1.709
C: -0.844 0.684 4.996
P: 0.297 -0.286 3.961
C: 1.934 0.217 4.552
C: 0.085 -1.995 4.613
C: 0.680 -2.987 3.618
P: 0.058 -2.613 1.926
C: 1.220 -3.474 0.846
C: -1.480 -3.551 1.761
H: -0.728 0.409 6.045
H: -1.872 0.503 4.681
H: -0.632 1.748 4.891
H: 2.004 0.110 5.636
H: 2.121 1.255 4.269
H: 2.693 -0.392 4.060
H: -0.990 -2.160 4.725
H: 0.541 -2.087 5.602
H: 0.483 -4.025 3.897
H: 1.766 -2.860 3.565
H: 1.394 -4.489 1.212
H: 2.161 -2.924 0.818
H: 0.798 -3.493 -0.155
H: -1.289 -4.612 1.930
H: -1.846 -3.395 0.748
H: -2.230 -3.195 2.467
N: -0.492 -1.162 -0.143
P: -1.128 -0.625 -1.424
N: -0.787 -1.510 -2.824
C: 0.514 -1.255 -3.467
C: 1.523 -2.348 -3.141
C: 1.059 -3.688 -3.732
C: -0.472 -3.725 -3.850
C: -1.119 -2.941 -2.720
N: -2.821 -0.727 -1.440
C: -3.690 -0.447 -2.576
C: -4.719 -1.553 -2.815
C: -5.472 -1.922 -1.543
C: -4.484 -2.230 -0.423
C: -3.553 -1.041 -0.222
N: -0.675 0.938 -1.832
C: 0.496 1.548 -1.185
C: 0.347 3.061 -1.175
C: 0.383 3.609 -2.611
C: -0.080 2.544 -3.613
C: -1.155 1.632 -3.032
H: 0.885 -0.289 -3.135
H: 0.376 -1.186 -4.553
H: 1.604 -2.402 -2.052
H: 2.510 -2.076 -3.518
H: 1.406 -4.513 -3.105
H: 1.503 -3.840 -4.718
H: -0.837 -4.753 -3.834
H: -0.790 -3.293 -4.803
H: -0.776 -3.348 -1.756
H: -2.202 -3.056 -2.742
H: -3.082 -0.336 -3.468
H: -4.222 0.504 -2.413
H: -4.208 -2.439 -3.202
H: -5.414 -1.225 -3.592
H: -6.136 -2.770 -1.726
H: -6.105 -1.082 -1.235
H: -3.889 -3.112 -0.685
H: -5.010 -2.449 0.510
H: -2.829 -1.221 0.570
H: -4.174 -0.180 0.079
H: 1.430 1.278 -1.700
H: 0.591 1.146 -0.181
H: 1.124 3.514 -0.556
H: -0.609 3.306 -0.708
H: 1.399 3.921 -2.865
H: -0.243 4.501 -2.690
H: 0.768 1.924 -3.916
H: -0.465 3.007 -4.523
H: -1.434 0.900 -3.791
H: -2.053 2.224 -2.804
O: 2.684 4.661 1.396
S: 3.312 3.606 2.145
O: 3.549 3.828 3.548
N: 2.495 2.199 1.946
C: 3.209 1.292 1.324
S: 2.661 -0.258 0.961
C: 4.580 1.765 0.931
C: 5.572 1.079 0.254
C: 6.770 1.737 0.002
C: 6.968 3.051 0.418
C: 5.971 3.741 1.097
C: 4.790 3.068 1.336
H: 5.400 0.059 -0.064
H: 7.562 1.222 -0.527
H: 7.910 3.541 0.210
H: 6.112 4.762 1.422
Cl: -0.347 5.197 3.171
C: -1.083 3.906 2.292
C: -2.285 4.083 1.634
C: -2.813 2.998 0.955
C: -2.126 1.796 0.961
N: -0.969 1.630 1.607
C: -0.454 2.673 2.259
H: -2.785 5.042 1.653
H: -3.746 3.078 0.416
H: -2.502 0.943 0.425
H: 0.505 2.533 2.734

Kohn-Sham gap = 7.5 eV
Energy relative to the best compared isomer or geometry (same formula, charge and spin) = 0.000 eV
LUMO = 0.43 eV
Multiplicity = 1

Mulliken population analysis, charges in e, atoms 1 to 6:
1. Pd -0.2798
2. C -1.4616
3. P 1.1099
4. C -1.3851
5. C -0.9664
6. C -0.9222